Record 1
This record from the Open Molecules 2025 dataset describes a cluster of 2 separate species, CH2N2O2 in total. The level of theory is wB97M-V/def2-TZVPD.

Calculated values
structure (SMILES)	N=C=O.N=O
energy above the lowest of the compared OMol25 structures with the same formula, charge and spin	385.8	kJ/mol
Kohn-Sham gap	9.2	eV
LUMO level	-0.0087	Ha

```
! RIJCOSX wB97M-V def2-TZVPD def2/J DEFGRID3
* xyz 0 1
C -1.239 -0.007 -0.177
N 1.694 -0.975 -0.004
N -1.478 1.149 0.017
O -0.839 -1.033 -0.516
O 1.772 -0.294 -1.008
H -1.814 1.605 0.776
H 1.903 -0.445 0.912
*
```


Record 2
This record from the Open Molecules 2025 dataset describes a cluster of 5 separate species, C37H46FO19PS in total. The level of theory is wB97M-V/def2-TZVPD.

Calculated values
structure (SMILES)	CCCCCC[PH](CCCO)(CC(C)C)S(=O)(=O)F.O=C1C=C(O)C(=O)C=C1O.O=C1C=C(O)C(=O)C=C1O.O=C1C=C(O)C(=O)C=C1O.O=C1C=C(O)C(=O)C=C1O
Kohn-Sham gap	7.5	eV
LUMO level	-0.0691	Ha

```
! RIJCOSX wB97M-V def2-TZVPD def2/J DEFGRID3
* xyz 0 1
C -0.769 -2.083 1.440
C -0.979 -1.613 -0.135
C -2.500 -1.873 -0.687
C -3.158 -0.547 -1.466
C -4.730 -0.398 -1.070
C -5.175 0.994 -0.341
P -3.875 1.796 0.803
C -4.199 3.169 2.092
C -3.003 3.385 3.199
C -1.514 2.900 2.725
O -0.545 3.836 3.384
C -3.876 0.381 2.064
C -4.907 0.493 3.315
C -6.493 0.641 2.949
C -4.775 -0.957 4.143
S -3.627 3.343 -0.685
O -2.414 4.306 -0.373
O -3.279 2.777 -2.118
F -5.097 4.258 -0.932
H 0.217 -2.707 1.578
H -1.680 -2.732 1.853
H -0.691 -1.104 2.116
H -0.709 -0.475 -0.229
H -0.228 -2.285 -0.768
H -3.149 -2.242 0.214
H -2.429 -2.798 -1.438
H -3.122 -0.842 -2.622
H -2.500 0.411 -1.361
H -5.029 -1.280 -0.324
H -5.461 -0.541 -2.003
H -6.217 0.758 0.195
H -5.485 1.744 -1.219
H -2.466 1.462 0.542
H -4.234 4.195 1.478
H -5.285 3.128 2.588
H -3.211 2.926 4.253
H -2.928 4.564 3.372
H -1.213 1.821 3.061
H -1.297 2.982 1.579
H 0.338 3.721 2.887
H -4.025 -0.710 1.601
H -2.779 0.339 2.536
H -4.661 1.313 4.118
H -6.768 1.535 2.244
H -6.793 -0.347 2.349
H -7.146 0.751 3.930
H -5.499 -0.963 5.068
H -5.179 -1.777 3.381
H -3.665 -1.237 4.388
C 0.355 -6.141 -5.010
C 0.548 -5.325 -3.972
C -0.539 -5.048 -2.992
O -0.325 -4.309 -2.038
C -1.848 -5.681 -3.218
C -2.042 -6.494 -4.258
C -0.947 -6.792 -5.222
O -1.151 -7.558 -6.158
O -3.270 -7.089 -4.478
O 1.768 -4.707 -3.768
H 1.137 -6.353 -5.729
H -2.634 -5.457 -2.509
H -3.156 -7.631 -5.290
H 1.656 -4.171 -2.953
C 1.873 5.715 -2.063
C 0.850 5.173 -1.399
C 0.866 3.741 -0.990
O -0.080 3.275 -0.364
C 2.034 2.929 -1.366
C 3.055 3.471 -2.033
C 3.052 4.909 -2.417
O 4.013 5.383 -3.014
O 4.155 2.714 -2.391
O -0.262 5.923 -1.065
H 1.876 6.755 -2.365
H 2.024 1.886 -1.078
H 4.755 3.332 -2.862
H -0.859 5.306 -0.589
C 7.573 1.269 -3.263
C 6.550 0.727 -2.599
C 6.566 -0.705 -2.190
O 5.620 -1.170 -1.564
C 7.734 -1.516 -2.566
C 8.755 -0.974 -3.233
C 8.752 0.464 -3.617
O 9.713 0.937 -4.214
O 9.855 -1.732 -3.591
O 5.438 1.478 -2.265
H 7.576 2.309 -3.565
H 7.724 -2.560 -2.278
H 10.455 -1.114 -4.062
H 4.841 0.861 -1.789
C 4.130 -1.239 3.260
C 4.328 -1.472 4.559
C 3.355 -1.006 5.586
O 3.555 -1.251 6.770
C 2.178 -0.253 5.127
C 1.982 -0.017 3.828
C 2.940 -0.507 2.800
O 2.723 -0.291 1.613
O 0.878 0.692 3.391
O 5.446 -2.157 4.999
H 4.828 -1.574 2.503
H 1.488 0.096 5.885
H 0.962 0.728 2.413
H 5.359 -2.198 5.977
*
```


Record 3
This record from the Open Molecules 2025 dataset describes the ion C3H4NO with charge +1. The level of theory is wB97M-V/def2-TZVPD.

Calculated values
energy above the lowest of the compared OMol25 structures with the same formula, charge and spin	154.6	kJ/mol
Kohn-Sham gap	10.1	eV
LUMO level	-0.2485	Ha

```
! RIJCOSX wB97M-V def2-TZVPD def2/J DEFGRID3
* xyz 1 1
C -0.186 1.006 0.004
C 1.286 -0.554 0.040
C -0.908 -0.296 0.034
N 0.123 -1.233 0.047
O 1.040 0.721 0.000
H -0.529 2.104 -0.058
H 2.249 -1.079 -0.054
H -1.570 -0.561 0.848
H -1.506 -0.107 -0.862
*
```


Record 4
This record from the Open Molecules 2025 dataset describes an isolated molecule of C3H5NO. The level of theory is wB97M-V/def2-TZVPD.

Calculated values
structure (SMILES)	C[C@H](O)C#N
energy above the lowest of the compared OMol25 structures with the same formula, charge and spin	371.6	kJ/mol
Kohn-Sham gap	11.0	eV
LUMO level	-0.0064	Ha

```
! RIJCOSX wB97M-V def2-TZVPD def2/J DEFGRID3
* xyz 0 1
C -0.889 -0.843 -0.226
C -0.078 0.306 0.265
C 1.406 -0.046 -0.282
H -0.917 -1.001 -1.239
H -0.267 -1.695 0.193
H -1.883 -0.836 0.306
H 0.170 0.219 1.344
H 0.333 2.099 0.030
N 2.726 0.191 -0.116
O -0.600 1.606 -0.274
*
```


Record 5
This record from the Open Molecules 2025 dataset describes an isolated molecule of C11H22BNO2. The level of theory is wB97M-V/def2-TZVPD.

Calculated values
structure (SMILES)	[H]/N=C\CB(CCCC(=O)O)[C@H](C)CCC
Kohn-Sham gap	10.3	eV
LUMO level	0.0146	Ha

```
! RIJCOSX wB97M-V def2-TZVPD def2/J DEFGRID3
* xyz 0 1
C 2.463 -1.555 -0.121
C 2.672 -0.638 1.095
C 1.813 0.630 0.929
C 0.295 0.348 1.027
C -0.239 0.797 2.418
B -0.559 0.874 -0.190
C 0.055 1.222 -1.622
C 0.812 2.528 -1.678
N 1.885 2.660 -2.304
C -2.135 1.034 -0.055
C -2.824 -0.236 -0.585
C -2.483 -1.496 0.233
C -1.618 -2.517 -0.466
O -1.537 -3.591 -0.036
O -0.961 -2.176 -1.616
H 2.384 -0.926 -1.002
H 1.577 -2.177 -0.019
H 3.309 -2.213 -0.290
H 2.438 -1.127 2.033
H 3.704 -0.313 1.060
H 2.129 1.087 -0.003
H 2.115 1.300 1.728
H 0.192 -0.744 1.011
H -0.924 0.046 2.790
H 0.555 0.984 3.124
H -0.821 1.706 2.322
H -0.772 1.304 -2.328
H 0.661 0.387 -1.970
H 0.470 3.413 -1.153
H 2.117 1.766 -2.735
H -2.470 1.282 0.949
H -2.433 1.868 -0.691
H -3.892 -0.082 -0.622
H -2.497 -0.381 -1.610
H -3.413 -2.011 0.435
H -2.076 -1.242 1.203
H -0.097 -1.781 -1.426
*
```


Record 6
This record from the Open Molecules 2025 dataset describes an isolated molecule of C10H10N2OS. The level of theory is wB97M-V/def2-TZVPD.

Calculated values
energy above the lowest of the compared OMol25 structures with the same formula, charge and spin	416.4	kJ/mol
Kohn-Sham gap	9.1	eV
LUMO level	0.0128	Ha

```
! RIJCOSX wB97M-V def2-TZVPD def2/J DEFGRID3
* xyz 0 1
C 0.060 0.515 -2.293
C 1.496 -0.494 -0.611
C 1.241 0.806 -2.998
C 2.545 -0.221 -1.461
C 0.230 -0.134 -1.083
C -0.339 0.959 2.254
C -0.546 -1.132 1.079
C -0.527 -2.429 1.220
C -1.335 1.802 1.559
C -0.972 -0.548 -0.227
N 2.489 0.415 -2.640
N -0.117 -0.240 2.056
O -3.368 0.256 0.772
S -2.215 0.885 0.160
H -0.955 0.846 -2.562
H 1.537 -0.951 0.462
H 1.256 1.309 -4.022
H 3.563 -0.512 -1.181
H 0.395 1.514 2.798
H -0.069 -2.757 2.157
H -0.835 -3.113 0.446
H -2.304 2.028 2.061
H -0.731 2.748 1.359
H -1.794 -1.039 -0.674
*
```


Record 7
This record from the Open Molecules 2025 dataset describes a structure of composition C26H47AuO2Si2. The level of theory is wB97M-V/def2-TZVPD.

Calculated values
<S²>	2.04
energy above the lowest of the compared OMol25 structures with the same formula, charge and spin	29.3	kJ/mol
Kohn-Sham gap (spin up / spin down)	8.1 / 5.8	eV
LUMO level (spin up / spin down)	0.0224 / -0.0640	Ha

```
! RIJCOSX wB97M-V def2-TZVPD def2/J DEFGRID3
* xyz 0 3
O 0.456 2.962 -1.806
C 1.282 2.647 -2.959
C 0.369 3.432 -3.905
H 1.294 1.561 -3.121
H 2.289 3.052 -2.844
C -0.525 3.625 -2.643
H -0.077 2.817 -4.688
H 0.807 4.363 -4.270
C -1.833 2.863 -2.717
H -1.683 1.779 -2.648
H -2.371 3.104 -3.652
H -2.496 3.150 -1.891
C -0.735 5.032 -2.130
H 0.218 5.574 -2.071
H -1.168 4.985 -1.119
H -1.433 5.581 -2.781
Au -0.923 -1.114 0.798
C 0.709 3.299 2.792
C 1.241 2.103 2.216
C 1.715 2.418 0.912
H 1.272 1.127 2.690
C 1.473 3.801 0.679
C 0.852 4.349 1.837
H 0.545 5.390 1.963
H 0.282 3.388 3.794
H 2.176 1.714 0.226
H 1.725 4.350 -0.220
C -2.820 0.290 2.359
C -2.302 1.576 2.116
C -1.983 1.711 0.751
H -2.240 2.372 2.857
C -2.257 0.468 0.076
C -2.960 -0.378 1.076
H -3.651 -1.168 0.801
H -3.088 -0.119 3.330
H -1.639 2.621 0.273
H -2.263 0.311 -1.002
O -0.635 -0.928 -2.828
C -1.518 -0.644 -3.952
C -0.757 -0.786 -5.290
H -1.937 0.367 -3.845
H -2.362 -1.357 -3.934
C 0.524 -1.566 -4.931
H -0.501 0.198 -5.712
H -1.368 -1.323 -6.024
C 0.502 -1.653 -3.398
H 1.441 -1.071 -5.273
H 0.495 -2.577 -5.357
H 1.433 -1.261 -2.947
H 0.431 -2.722 -3.115
C -0.703 -4.413 1.109
Si 0.854 -3.371 0.996
C 2.323 -4.463 1.439
C 1.256 -2.716 -0.709
C 0.665 -1.797 2.034
Si 0.685 -1.937 3.888
C 2.381 -2.497 4.505
C 0.295 -0.305 4.736
C -0.536 -3.228 4.504
H -0.800 -4.968 0.164
H -1.620 -3.819 1.246
H -0.657 -5.157 1.919
H 2.357 -5.293 0.716
H 3.272 -3.918 1.354
H 2.274 -4.896 2.446
H 0.394 -2.176 -1.133
H 2.078 -1.987 -0.678
H 1.544 -3.509 -1.411
H 1.426 -1.050 1.717
H 2.955 -1.634 4.878
H 2.261 -3.203 5.343
H 2.980 -2.992 3.728
H -0.363 0.333 4.136
H -0.202 -0.509 5.695
H 1.214 0.255 4.956
H -1.462 -2.739 4.836
H -0.790 -3.976 3.745
H -0.092 -3.746 5.366
*
```


Record 8
This record from the Open Molecules 2025 dataset describes an isolated molecule of C2H2Cl2NOP. The level of theory is wB97M-V/def2-TZVPD.

Calculated values
structure (SMILES)	N#CCP(=O)(Cl)Cl
energy above the lowest of the compared OMol25 structures with the same formula, charge and spin	0.0	kJ/mol
Kohn-Sham gap	10.3	eV
LUMO level	-0.0205	Ha

```
! RIJCOSX wB97M-V def2-TZVPD def2/J DEFGRID3
* xyz 0 1
C -0.474 -1.481 -0.817
C -0.297 -0.252 -0.139
N -0.670 -2.466 -1.369
O -2.556 1.607 0.921
P -2.404 0.349 0.205
Cl -3.148 -1.203 1.208
Cl -3.276 0.357 -1.578
H 0.099 0.542 -0.761
H 0.158 -0.314 0.842
*
```


| no. | calculated total energy (Eh) | F_max (eV/A) |
| --- | --- | --- |
| 1 | -299.1899 | 3.0 |
| 2 | -3706.0054 | 11.6 |
| 3 | -246.3332 | 8.0 |
| 4 | -247.1657 | 13.1 |
| 5 | -662.3875 | 3.7 |
| 6 | -969.8779 | 3.4 |
| 7 | -1883.8507 | 3.2 |
| 8 | -1469.1917 | 3.5 |